65
Properties=species:S:1:pos:R:3:forces:R:3:nbo_charge:R:1 method="wB97M-V/def2-TZVPD" lumo_energy_ev=-3.572 total_charge=+1 homo_energy_ev=-10.76 relative_energy_kcal_mol=0.0
Hf 0.17540 0.05010 -0.06129 0.90 -0.54 -0.15 1.8807
C -5.36348 -2.83897 2.26387 0.07 0.05 -0.04 -0.6134
C -4.66703 -1.64867 1.62695 -0.07 0.02 0.01 -0.2177
N -3.37636 -1.42529 2.26197 -0.14 -0.01 -0.08 -0.5769
C -2.35037 -0.72046 1.75744 0.27 -0.05 0.16 0.3400
S -2.42868 -0.22802 0.08857 0.60 0.21 -0.22 -0.2606
N -1.38048 -0.47252 2.60951 -0.26 -0.26 0.53 -0.4449
N -0.25727 0.13630 2.14528 -0.41 0.50 0.08 -0.3962
C 0.46715 0.76512 3.01948 -0.28 -0.29 0.09 0.3082
C 0.10476 0.84754 4.46461 0.03 -0.13 -0.03 -0.6950
C 1.64957 1.47152 2.52019 0.34 0.22 -0.13 0.1521
C 2.41958 2.29122 3.33816 -0.11 -0.09 0.01 -0.2165
C 3.45391 3.01998 2.77729 0.09 0.02 -0.11 -0.1290
C 3.69698 2.91301 1.41736 -0.04 0.00 0.22 -0.2320
C 2.90267 2.05635 0.67788 0.05 -0.06 -0.25 0.0983
N 1.91256 1.34892 1.20998 -0.57 -0.38 0.02 -0.4963
H -6.33882 -2.98829 1.80383 -0.01 0.00 0.02 0.2300
H -4.77663 -3.74811 2.13038 0.00 -0.01 0.03 0.2125
H -5.51646 -2.67600 3.33222 -0.02 -0.03 0.00 0.2090
H -4.50436 -1.82371 0.56460 0.00 0.00 -0.01 0.2137
H -5.28964 -0.75291 1.71615 0.01 -0.01 -0.03 0.1975
H -3.31293 -1.62066 3.25004 0.07 0.02 0.03 0.4084
H -0.75678 0.22105 4.66212 0.01 0.01 0.03 0.2738
H 0.94238 0.52216 5.08363 0.01 0.04 0.01 0.2404
H -0.13556 1.87747 4.73654 0.02 0.02 -0.02 0.2457
H 2.20874 2.37097 4.39419 -0.04 -0.02 -0.01 0.2373
H 4.06171 3.66568 3.39690 -0.01 0.01 0.00 0.2368
H 4.48872 3.47259 0.94178 -0.01 -0.02 -0.04 0.2424
H 3.06864 1.91998 -0.38337 -0.02 0.01 0.02 0.2300
C -0.34827 4.54128 0.23798 -0.01 -0.12 0.02 -0.1895
C -0.09002 4.93442 -1.06829 0.01 0.10 -0.02 -0.2052
C 0.06273 3.98020 -2.05504 0.01 -0.04 -0.09 -0.1939
C -0.02057 2.61996 -1.74222 -0.10 0.17 0.32 -0.0299
C -0.19089 2.19582 -0.41032 -0.13 0.47 -0.29 -0.5643
C -0.38203 3.19138 0.55012 -0.01 0.09 0.07 -0.1900
C -0.01806 1.58570 -2.79150 -0.03 -0.21 -0.08 0.2718
C -0.01243 1.91761 -4.16341 0.04 -0.01 -0.14 -0.2570
C -0.04348 0.93762 -5.10684 -0.02 0.05 0.03 -0.0646
C -0.08994 -0.41514 -4.71441 0.05 -0.01 0.29 -0.1056
C -0.09053 -1.48328 -5.63665 -0.04 -0.03 -0.04 -0.1635
C -0.13460 -2.77604 -5.19946 0.01 -0.03 -0.11 -0.1988
C -0.21323 -3.04882 -3.82186 -0.01 0.04 0.09 -0.1840
C -0.21750 -2.03016 -2.91057 -0.02 0.12 -0.01 -0.1537
C -0.12748 -0.68831 -3.32773 -0.03 -0.16 -0.22 0.1760
N -0.07951 0.31464 -2.38990 -0.16 0.23 0.10 -0.5954
H -0.51289 5.28356 1.00866 0.01 0.01 -0.01 0.2212
H -0.02798 5.98549 -1.31836 0.00 -0.02 -0.02 0.2247
H 0.24407 4.30980 -3.06892 -0.02 0.02 0.02 0.2107
H -0.56511 2.91323 1.58350 0.00 -0.01 0.00 0.2013
H 0.00663 2.95152 -4.46762 0.00 0.00 0.03 0.2310
H -0.04846 1.18760 -6.16089 0.04 0.00 0.00 0.2288
H -0.05652 -1.25668 -6.69498 0.02 0.00 0.00 0.2254
H -0.11287 -3.59497 -5.90566 -0.03 0.02 -0.01 0.2296
H -0.26926 -4.07493 -3.48218 0.00 0.01 0.02 0.2260
H -0.29149 -2.23871 -1.85640 0.05 -0.12 0.07 0.2073
N 0.84195 -3.28265 0.95523 0.06 -0.13 0.20 -0.3053
C 0.49710 -4.56935 0.82489 -0.07 -0.03 0.01 -0.0010
C -0.79236 -4.59003 0.34090 -0.01 0.02 -0.07 -0.3386
C -1.13959 -3.24444 0.20217 -0.03 -0.16 0.30 -0.0142
N -0.14009 -2.44623 0.58791 -0.09 0.23 -0.43 -0.3775
H 1.73283 -2.92117 1.25142 0.06 0.13 -0.11 0.4362
H 1.17629 -5.36606 1.07798 0.02 0.04 0.03 0.2394
H -1.39707 -5.44844 0.10809 0.03 -0.01 0.03 0.2480
H -2.07123 -2.82715 -0.13871 0.04 0.07 -0.05 0.2431
I 2.69053 -1.09264 -0.85727 -0.11 0.03 -0.05 -0.3664